# 1
# C5H10O

The molecule C5H10O (wB97M-V/def2-TZVPD, the Open Molecules 2025 dataset).

Bonds (Å) are listed after each position.
Atoms and positions in Å:
1 C -1.4617 -1.4172 -0.0599  O2 1.399, H7 1.098, H8 1.101, H9 1.090
2 O -0.1820 -1.1957 -0.5792  C1 1.399, C3 1.392
3 C 0.3766 -0.0015 -0.1315  O2 1.392, C4 1.533, C5 1.484, C6 1.591
4 C 1.8823 -0.0507 -0.4139  C3 1.533, H10 1.090, H11 1.097, H12 1.101
5 C -0.2645 1.3261 -0.3030  C3 1.484, C6 1.502, H13 1.081, H14 1.085
6 C -0.2929 0.7666 1.0910  C3 1.591, C5 1.502, H15 1.098, H16 1.082
7 H -1.4503 -1.0122 0.9603  C1 1.098
8 H -2.2307 -0.8814 -0.6372  C1 1.101
9 H -1.6497 -2.4910 -0.0682  C1 1.090
10 H 2.4590 0.3542 0.4177  C4 1.090
11 H 2.2226 -1.0761 -0.6040  C4 1.097
12 H 2.1370 0.5383 -1.3088  C4 1.101
13 H 0.3992 2.1598 -0.4832  C5 1.081
14 H -1.2142 1.3665 -0.8264  C5 1.085
15 H -1.3138 0.6894 1.4875  C6 1.098
16 H 0.3626 1.1241 1.8746  C6 1.082

Calculated values
* SMILES string: COC1(C)CC1
* E: -7392.5541 eV
* M: 86.13 g/mol
* 2S+1: 1
* energy above the lowest of the compared OMol25 structures with the same formula, charge and spin: 51.0 kcal per mole

Okay, here come the Mulliken numbers, in e, for every atom: -0.71, -0.42, 1.10, -1.38, -0.59, -0.92, 0.29, 0.25, 0.28, 0.34, 0.39, 0.28, 0.29, 0.23, 0.32, 0.25

***

# 2
# C4H30N2O12

A cluster of 11 separate species, C4H30N2O12 in total (wB97M-V/def2-TZVPD, the Open Molecules 2025 dataset).

Bonds (Å) are listed after each position.
Atoms and positions in Å:
1 C -2.0681 2.8652 -1.5770  N2 1.443, H9 1.190, H10 1.112, H11 1.171
2 N -1.1407 1.7864 -1.8193  C1 1.443, C3 1.457, H12 1.010
3 C -1.6274 0.4771 -1.4031  N2 1.457, C4 1.476, H13 1.120, H14 1.169
4 C -0.5963 -0.5672 -1.5562  C3 1.476, N5 1.456, H15 1.062, H16 1.110
5 N -0.1354 -1.0716 -0.2704  C4 1.456, C6 1.350, H17 1.071
6 C 0.4526 -2.2809 -0.1504  N5 1.350, O7 1.211, O8 1.354
7 O 0.5078 -2.7855 0.9487  C6 1.211
8 O 1.0562 -2.8450 -1.2231  C6 1.354, H18 1.145
9 H -1.5795 3.7486 -0.9466  C1 1.190
10 H -3.0310 2.6602 -1.0591  C1 1.112
11 H -2.6492 3.2601 -2.5140  C1 1.171
12 H -0.3422 1.8592 -1.2044  N2 1.010
13 H -1.9834 0.5675 -0.3449  C3 1.120
14 H -2.5376 0.2744 -2.1078  C3 1.169
15 H -0.9867 -1.2708 -2.2496  C4 1.062
16 H 0.2991 -0.1613 -2.0716  C4 1.110
17 H -0.8092 -0.7378 0.4922  N5 1.071
18 H 1.6892 -3.7547 -0.9358  O8 1.145
19 O -0.1503 2.7134 1.8122  H20 1.068, H21 0.937
20 H 0.7817 2.3782 1.4128  O19 1.068
21 H 0.1706 3.1646 2.5680  O19 0.937
22 O -3.7339 -2.4804 -1.3949  H23 0.948, H24 0.889
23 H -3.8555 -2.8493 -0.5307  O22 0.948
24 H -2.8479 -2.4696 -1.3186  O22 0.889
25 O 1.7727 3.6152 -0.6773  H26 0.994, H27 0.895
26 H 2.1251 2.9136 -1.2869  O25 0.994
27 H 0.9676 3.8723 -0.9731  O25 0.895
28 O 3.2179 -0.1027 -0.2557  H29 0.887, H30 0.992
29 H 3.0562 0.2458 -1.0557  O28 0.887
30 H 2.4724 -0.7562 -0.2291  O28 0.992
31 O -1.9812 1.1322 2.1058  H32 0.949, H33 1.111
32 H -2.5973 1.5119 2.7197  O31 0.949
33 H -1.0976 1.8032 2.0477  O31 1.111
34 O -2.7328 -2.3160 1.3575  H35 1.041, H36 1.020
35 H -3.0450 -1.4318 1.8096  O34 1.041
36 H -1.9978 -2.6734 1.9685  O34 1.020
37 O 3.5375 -2.9143 2.0663  H38 1.003, H39 1.011
38 H 3.3324 -2.0753 1.5567  O37 1.003
39 H 2.6257 -3.2756 1.8194  O37 1.011
40 O 0.1604 -2.3833 3.5913  H41 0.948, H42 0.998
41 H 0.0224 -3.2313 3.1901  O40 0.948
42 H 0.7396 -2.0386 2.8549  O40 0.998
43 O 2.4106 2.7208 2.0599  H44 0.876, H45 1.129
44 H 2.9277 2.7627 1.3543  O43 0.876
45 H 2.5373 1.6482 2.3871  O43 1.129
46 O 2.3177 -0.4796 -3.3362  H47 0.905, H48 0.925
47 H 1.8033 -1.1602 -3.6383  O46 0.905
48 H 2.5422 0.1314 -3.9928  O46 0.925

Calculated values
* SMILES string: CNCCNC(=O)O.O.O.O.O.O.O.O.O.O.O
* E: -32181.7341 eV
* M: 298.29 g/mol
* 2S+1: 1
* energy above the lowest of the compared OMol25 structures with the same formula, charge and spin: 150.5 kcal per mole

Okay, here come the Mulliken numbers, in e, for every atom: -0.77, -0.37, -0.62, -0.83, 0.68, 0.03, -0.65, -0.55, 0.22, 0.28, 0.32, 0.14, 0.41, 0.34, 0.52, 0.23, 0.03, 0.43, -0.61, 0.48, 0.29, -0.61, 0.32, 0.27, -0.59, 0.31, 0.27, -0.63, 0.24, 0.36, -0.67, 0.23, 0.42, -0.62, 0.31, 0.32, -0.64, 0.31, 0.38, -0.62, 0.32, 0.36, -0.72, 0.28, 0.38, -0.53, 0.27, 0.27